Computed, not measured: a cluster of 7 separate species, C41H68N2O14PS in total at a distorted geometry, with ωB97M-V with the def2-TZVPD basis set.

Computed properties:
F_max = 0.0676 hartree/bohr
HOMO level = -10.56 eV
charge = +1
frontier orbital gap = 0.3124 hartree
calculated total energy = -95379.3679 eV

Element x y z (Å)
C1 -6.8331 -0.4885 -4.5006
C2 -5.9689 0.3572 -4.5805
C3 -4.9465 1.5346 -4.6413
C4 -4.1555 1.4999 -3.2394
C5 -3.1866 0.2596 -3.2898
C6 -1.7783 0.4302 -2.5185
C7 -1.0642 1.8132 -2.8947
C8 -1.1916 2.2075 -4.4034
C9 -0.2395 1.9337 -5.3564
N1 -0.9411 -0.6232 -3.2549
C10 0.3736 -0.9199 -2.6433
C11 0.0217 -1.5945 -1.2329
C12 1.3018 -2.1931 -0.5212
S1 2.7292 -1.0393 -0.4556
O1 3.6141 -1.2700 -1.6120
O2 2.3624 0.3858 -0.3773
N2 -0.5076 -0.4769 -0.4277
C13 -1.8025 0.0926 -0.9795
C14 -2.9258 -0.9722 -0.5306
P1 -2.0466 1.5666 0.2428
C15 -3.3881 2.7508 -0.3058
C16 -0.4539 2.6314 0.2592
C17 -0.7674 4.1807 0.3371
H1 -7.5140 -1.3184 -4.2269
H2 -5.4679 2.5139 -4.8177
H3 -4.2526 1.3568 -5.5199
H4 -4.9496 1.3033 -2.4627
H5 -3.6728 2.5011 -3.0961
H6 -2.8850 0.1573 -4.3869
H7 -3.7082 -0.7065 -3.0491
H8 0.0424 1.8045 -2.6469
H9 -1.4820 2.6821 -2.2962
H10 -2.1401 2.7133 -4.7574
H11 -0.5182 2.0249 -6.4485
H12 0.8042 1.5883 -5.1162
H13 -0.8421 -0.4319 -4.2621
H14 -1.5106 -1.4897 -3.1869
H15 0.8655 -1.7289 -3.2727
H16 1.0904 -0.0645 -2.5522
H17 -0.7199 -2.4469 -1.3911
H18 0.9998 -2.4265 0.5536
H19 1.6236 -3.1891 -0.9608
H20 3.4276 -1.3525 0.7033
H21 -0.6553 -0.7719 0.5435
H22 -2.7607 -1.3431 0.5179
H23 -3.9583 -0.5179 -0.6636
H24 -2.8803 -1.8407 -1.2650
H25 -3.1087 3.5049 -1.0901
H26 -4.3054 2.1404 -0.5583
H27 -3.6824 3.3534 0.6127
H28 0.2720 2.3313 -0.5446
H29 0.0426 2.3565 1.2451
H30 -1.5849 4.3376 1.1122
H31 -1.0926 4.6513 -0.6307
H32 0.1488 4.7011 0.7783
O3 0.6870 5.7072 2.5031
C18 1.8731 5.7598 2.6966
O4 2.7326 6.5464 1.9874
C19 4.0795 6.2785 2.4079
C20 3.9552 5.6830 3.7932
C21 2.6333 4.9450 3.7134
H33 4.5348 5.5844 1.6955
H34 4.6522 7.2059 2.4125
H35 4.7979 5.0470 4.0651
H36 3.8840 6.4828 4.5352
H37 2.7567 3.9284 3.3332
H38 2.1178 4.9368 4.6721
O5 0.4049 -4.1957 -3.6163
C22 0.7031 -4.3330 -4.7743
O6 0.2901 -3.4969 -5.7609
C23 0.7292 -4.0035 -7.0331
C24 1.9014 -4.9066 -6.7165
C25 1.5308 -5.4532 -5.3496
H39 -0.0997 -4.5442 -7.4970
H40 1.0141 -3.1736 -7.6795
H41 2.0654 -5.6780 -7.4688
H42 2.8164 -4.3131 -6.6382
H43 0.9126 -6.3505 -5.4229
H44 2.4117 -5.6426 -4.7386
O7 1.3903 -4.1203 2.4835
C26 2.5748 -4.0431 2.6724
O8 3.3994 -3.2332 1.9536
C27 4.7621 -3.4602 2.3563
C28 4.6716 -4.0594 3.7433
C29 3.3692 -4.8368 3.6788
H45 5.2282 -4.1403 1.6387
H46 5.3076 -2.5159 2.3530
H47 5.5355 -4.6703 4.0042
H48 4.5859 -3.2625 4.4871
H49 3.5169 -5.8491 3.2963
H50 2.8666 -4.8605 4.6443
O9 1.6034 -5.5338 8.7990
C30 1.0277 -5.0275 7.8778
O10 1.6522 -4.3511 6.8724
C31 0.6664 -3.7820 5.9962
C32 -0.5816 -4.6044 6.2127
C33 -0.4673 -4.9961 7.6739
H51 0.5234 -2.7323 6.2664
H52 1.0171 -3.8367 4.9660
H53 -1.4938 -4.0658 5.9738
H54 -0.5466 -5.5030 5.5884
H55 -0.9005 -4.2408 8.3331
H56 -0.9092 -5.9723 7.8656
O11 -2.2832 -2.1248 6.2322
C34 -2.8385 -1.6215 5.2952
O12 -2.1862 -0.9604 4.3040
C35 -3.1394 -0.3902 3.3986
C36 -4.4038 -1.2014 3.5894
C37 -4.3276 -1.5814 5.0578
H57 -3.2786 0.6630 3.6563
H58 -2.7605 -0.4551 2.3808
H59 -5.3095 -0.6562 3.3222
H60 -4.3612 -2.1053 2.9742
H61 -4.7702 -0.8183 5.7012
H62 -4.7812 -2.5529 5.2467
O13 0.2052 7.0527 -2.1990
C38 1.1257 6.2864 -2.2197
O14 1.0628 5.0271 -2.7424
C39 2.3048 4.3507 -2.5008
C40 3.3237 5.4479 -2.2837
C41 2.4899 6.5397 -1.6399
H63 2.1876 3.7132 -1.6186
H64 2.5536 3.7246 -3.3588
H65 4.1753 5.1303 -1.6810
H66 3.7055 5.7978 -3.2469
H67 2.4396 6.4272 -0.5544
H68 2.8518 7.5307 -1.9079

Results of the Löwdin charge analysis, in e, for atoms 1 through 99: 0.09 -0.14 -0.17 -0.19 -0.12 -0.29 -0.12 -0.15 0.01 0.08 -0.07 -0.31 -0.18 0.72 -0.38 -0.39 -0.03 -0.51 -0.08 1.03 -0.30 -0.39 -0.15 0.05 0.12 0.11 0.11 0.10 0.12 0.12 0.11 0.10 0.11 0.08 0.07 0.16 0.17 0.14 0.13 0.15 0.10 0.13 0.08 0.11 0.07 0.09 0.08 0.04 0.03 0.05 0.04 0.08 0.08 0.07 0.06 0.10 -0.46 0.02 -0.16 -0.16 -0.08 0.13 0.13 0.12 0.12 0.13 0.13 0.10 -0.48 0.01 -0.15 -0.15 -0.07 0.13 0.13 0.12 0.12 0.14 0.13 0.11 -0.47 -0.03 -0.15 -0.14 -0.06 0.13 0.13 0.13 0.13 0.14 0.11 0.12 -0.48 0.01 -0.16 -0.16 -0.07 0.13 0.09

=====

Computed, not measured: a structure of composition C32H52BrLaN3O2PSe at a distorted geometry, with ωB97M-V with the def2-TZVPD basis set.

Computed properties:
F_max = 0.0704 hartree/bohr
HOMO level = -5.88 eV
frontier orbital gap = 0.2105 hartree
calculated total energy = -188129.6041 eV

Element x y z (Å)
La1 1.1698 0.8650 1.5191
C1 1.1717 5.0143 2.6310
C2 0.4178 4.0837 1.6684
O1 0.0060 2.8680 2.4450
C3 -1.4202 2.6178 2.1565
C4 -2.2242 3.4344 3.1181
H1 1.9074 5.6073 2.0141
H2 1.5292 4.4517 3.5585
H3 0.4805 5.7911 3.0025
H4 1.0623 3.6697 0.8645
H5 -0.4663 4.5133 1.1993
H6 -1.6104 1.5542 2.3620
H7 -1.6022 2.8408 1.0906
H8 -1.6402 3.6663 4.0391
H9 -3.0957 2.8276 3.3695
H10 -2.6425 4.3299 2.6248
Br1 1.1738 -4.7485 6.0090
C5 1.2284 -3.4596 4.6977
C6 2.4612 -3.1234 4.1421
C7 2.5170 -2.0844 3.1925
C8 1.3306 -1.4673 2.8606
C9 0.0902 -1.8865 3.3016
C10 0.0753 -2.9819 4.1648
H11 3.2693 -3.7759 4.3458
H12 3.4554 -1.7481 2.7325
H13 -0.8953 -1.4846 2.9961
H14 -0.8337 -3.4872 4.4347
N1 5.7185 1.2695 4.9942
C11 5.4415 1.5763 3.6632
C12 4.0892 1.5236 3.3389
N2 3.6493 1.3320 2.0743
C13 4.5992 1.1587 1.0956
C14 5.9494 1.3492 1.4546
N3 6.3627 1.6376 2.6743
H15 5.0610 1.6825 5.6656
H16 6.6701 1.4896 5.2558
H17 3.3536 1.4124 4.1532
H18 4.2292 0.9397 0.0750
H19 6.7031 1.2026 0.7587
Se1 1.8712 2.1626 -0.8920
O2 -0.6982 -0.1438 0.2826
P1 -1.0758 -0.6321 -1.1633
C15 0.0543 -2.0032 -1.7960
C16 0.6578 -2.1647 -3.2372
C17 2.1154 -1.6089 -3.4830
C18 3.0668 -1.7694 -2.3318
C19 2.4283 -1.4142 -1.0070
C20 1.1721 -2.2200 -0.7480
C21 -2.9678 -1.2291 -1.1411
C22 -3.5704 -1.6673 0.1788
C23 -3.9000 -3.1556 0.1827
C24 -4.9376 -3.5417 -0.8832
C25 -4.5913 -2.9000 -2.2474
C26 -3.1802 -2.2700 -2.3249
C27 -1.0090 0.7214 -2.4413
C28 -1.5853 2.1098 -2.0539
C29 -1.5941 3.1449 -3.2068
C30 -2.2288 2.5934 -4.5417
C31 -2.6580 1.1582 -4.4220
C32 -1.4224 0.3371 -3.9063
H20 -0.6850 -2.7877 -1.6197
H21 -0.0093 -1.7410 -3.9703
H22 0.7524 -3.2539 -3.3865
H23 2.0745 -0.5781 -3.8554
H24 2.4854 -2.1354 -4.3738
H25 3.9599 -1.1720 -2.4625
H26 3.2912 -2.8827 -2.3189
H27 2.1571 -0.3513 -1.0056
H28 3.1179 -1.5585 -0.1759
H29 0.8633 -2.0691 0.3034
H30 1.4248 -3.3175 -0.8271
H31 -3.3539 -0.2612 -1.4272
H32 -4.4998 -1.1212 0.3713
H33 -2.9394 -1.4945 1.1247
H34 -4.2069 -3.5535 1.1967
H35 -2.9732 -3.6613 -0.0072
H36 -5.9120 -3.1223 -0.4366
H37 -5.0596 -4.6168 -0.9632
H38 -5.3505 -2.1941 -2.5660
H39 -4.6224 -3.6390 -3.0785
H40 -3.1486 -1.6956 -3.2612
H41 -2.4585 -3.0725 -2.3029
H42 0.0857 0.9696 -2.5450
H43 -1.0209 2.5591 -1.2243
H44 -2.6142 1.8892 -1.6821
H45 -0.5781 3.4981 -3.3953
H46 -2.2283 4.0013 -2.8664
H47 -1.5590 2.7318 -5.4100
H48 -3.0747 3.2439 -4.8058
H49 -2.9368 0.7407 -5.4270
H50 -3.4762 0.9617 -3.7545
H51 -0.5347 0.4314 -4.5353
H52 -1.6592 -0.7160 -3.8729

Atom-resolved charges from Löwdin, all expressed in e: 1.59 -0.07 -0.27 -0.41 -0.28 -0.07 0.09 0.10 0.06 -0.06 0.12 0.10 0.11 0.11 0.08 0.09 0.76 -0.77 -0.14 -0.16 -0.34 -0.18 -0.17 0.08 0.08 0.08 0.09 0.12 -0.36 -0.09 -0.10 -0.12 -0.10 0.13 0.10 0.09 0.12 0.04 0.09 -0.10 -0.58 0.96 -0.31 -0.13 -0.19 -0.20 -0.27 -0.22 -0.27 -0.21 -0.23 -0.19 -0.19 -0.18 -0.38 -0.24 -0.16 -0.21 -0.20 -0.18 0.08 0.07 0.12 0.11 0.11 0.11 0.13 -0.04 0.10 0.07 0.14 0.08 0.11 0.12 0.13 0.10 0.13 0.10 0.10 0.11 0.10 0.09 0.04 0.04 0.11 0.10 0.11 0.11 0.10 0.12 0.09 0.12 0.05

=====

Computed, not measured: the molecule C2H2OS3 at a distorted geometry, with ωB97M-V with the def2-TZVPD basis set.

Computed properties:
F_max = 0.0502 hartree/bohr
HOMO level = -9.18 eV
frontier orbital gap = 0.2652 hartree
calculated total energy = -36658.6554 eV
structure (SMILES) = OC(=S)C(=S)S
relative energy (zero: lowest compared OMol25 entry of this formula, charge and spin) = 28.4 kJ/mol

Element x y z (Å)
C1 -0.6579 -0.3854 0.0573
C2 0.7055 0.2913 -0.0409
H1 0.3208 -1.9159 0.2811
H2 -0.4768 2.1383 0.0755
O1 -0.6249 -1.6913 0.1300
S1 -2.1311 0.3540 -0.2452
S2 0.8794 1.9678 -0.0102
S3 1.9850 -0.7588 -0.2477

Atom-resolved charges from Löwdin, all expressed in e: -0.92 -1.17 0.01 -0.14 -0.05 0.72 0.82 0.72

=====

> Which of these has the lowest calculated total energy?

C32H52BrLaN3O2PSe